{
  "formula": "C4H7O5S",
  "method": "ωB97M-V/def2-TZVPD",
  "species": ["C", "C", "C", "C", "O", "O", "O", "O", "O", "S", "H", "H", "H", "H", "H", "H", "H"],
  "coordinates": [[-0.84692, -0.42253, 0.37129], [-0.25938, -0.76326, -1.02978], [0.58725, 1.54399, 0.79518], [-0.78911, 1.02371, 0.68039], [1.59656, -1.82297, 0.74122], [-2.06898, -0.98572, 0.63299], [-0.46140, -2.63323, 1.66062], [0.63898, -0.74707, 2.71960], [-1.81422, 1.67638, 0.91583], [0.38389, -1.46083, 1.48466], [0.25186, -1.71418, -1.05142], [0.52296, -0.05387, -1.13772], [-1.02322, -0.75165, -1.85104], [0.56333, 2.66212, 0.64932], [1.07143, 1.26524, 1.61798], [1.33098, 1.29922, -0.05115], [-1.88298, -1.76555, 1.27463]],
  "forces_ev_per_angstrom": [[1.121, -2.457, -0.378], [-1.385, 0.119, -0.231], [0.350, 3.805, -5.412], [-1.820, 0.510, 0.795], [-0.440, 0.869, 0.083], [-0.718, -1.051, 0.890], [-0.809, -0.648, 0.324], [-0.060, 0.554, 0.170], [2.026, -0.745, -0.528], [0.978, -0.438, -0.009], [-0.254, -0.376, 0.198], [0.576, 0.599, -0.950], [0.564, 0.395, 0.798], [-0.152, -0.870, 0.797], [1.589, -1.078, 3.689], [-1.431, -0.324, 1.085], [-0.135, 1.137, -1.320]],
  "smiles": "CC(=O)[C@](C)(O)S(=O)(=O)[O-]",
  "lumo_ha": 0.1394,
  "charge": -1
}

***

{
  "formula": "C4H7O6S2",
  "method": "ωB97M-V/def2-TZVPD",
  "species": ["C", "C", "C", "C", "O", "O", "O", "O", "O", "O", "S", "S", "H", "H", "H", "H", "H", "H", "H"],
  "coordinates": [[1.76990, -0.35959, -0.80284], [-1.09535, 0.15985, 1.09622], [1.41399, -0.12482, -2.24400], [-2.58783, 0.24597, 1.44183], [1.94205, 1.37114, 1.32927], [1.50629, 2.33852, -0.85174], [0.51666, -2.59589, -0.74841], [1.16061, -1.61893, 1.40232], [-0.62644, 1.27095, 0.49602], [-0.88159, -0.87659, 0.20733], [1.32087, 1.22866, 0.02764], [0.65717, -1.41975, 0.07493], [-0.52932, 0.04380, 1.94735], [2.37267, -0.24048, -2.95655], [1.03539, 0.80853, -2.57986], [0.68548, -0.96580, -2.49684], [-2.71225, 1.30297, 1.78001], [-2.76090, -0.52860, 2.24940], [-3.18739, -0.03995, 0.62792]],
  "forces_ev_per_angstrom": [[-2.160, 2.789, 1.561], [-0.813, 0.797, -0.810], [1.238, -3.122, -2.513], [1.580, -0.001, 1.909], [-0.903, -0.365, -0.537], [-0.769, 0.316, -0.535], [-0.405, 0.269, -0.056], [-0.351, 0.449, 0.347], [2.099, 2.667, -1.819], [0.501, -2.412, -0.961], [0.716, -0.562, 2.000], [0.915, -1.921, -0.715], [1.162, -0.982, 2.411], [-1.844, -0.120, 1.638], [-0.650, 0.855, 0.360], [0.939, 1.135, -0.309], [-0.453, -0.998, -0.118], [0.002, 1.138, -0.607], [-0.805, 0.069, -1.247]],
  "lumo_ha": 0.1308,
  "charge": -1
}

***

{
  "formula": "C4H7OP",
  "method": "ωB97M-V/def2-TZVPD",
  "species": ["C", "C", "C", "C", "O", "P", "H", "H", "H", "H", "H", "H", "H"],
  "coordinates": [[0.16552, 0.58247, -0.81752], [-0.68018, -0.67456, -0.44550], [-1.20262, 0.07560, 0.81735], [-0.18234, 1.20507, 0.56610], [2.55085, -1.03932, 0.14542], [1.76967, 0.53409, 0.08965], [-0.07145, 1.07313, -1.70030], [-1.35467, -0.79586, -1.28312], [-0.01282, -1.55564, -0.17765], [-2.16451, 0.47799, 0.85749], [-1.00085, -0.46682, 1.75885], [-0.07551, 2.29749, 0.58745], [2.25892, -1.71361, -0.39823]],
  "forces_ev_per_angstrom": [[0.640, -1.081, 2.564], [0.827, 0.556, 0.263], [2.386, -0.297, 1.039], [2.611, -1.888, -2.005], [-0.622, 3.802, 2.164], [-0.098, 0.398, -0.329], [0.101, 0.752, -1.784], [-0.399, -0.866, 0.289], [-1.326, 0.756, -0.597], [-1.868, 0.178, -0.407], [-0.368, 0.242, -0.305], [-0.610, -0.437, 0.988], [-1.273, -2.114, -1.879]],
  "smiles": "OP1[C@@H]2CC[C@@H]21",
  "lumo_ha": 0.0214,
  "charge": 0
}

***

{
  "formula": "C4H7OP",
  "method": "ωB97M-V/def2-TZVPD",
  "species": ["C", "C", "C", "C", "O", "P", "H", "H", "H", "H", "H", "H", "H"],
  "coordinates": [[1.29638, 3.46744, -0.88645], [1.15217, 2.28095, -0.95909], [-1.79406, -0.39446, -0.13229], [1.08428, -1.25756, 0.10295], [-0.24391, -1.03631, -2.31173], [-0.16423, -0.44059, -0.97815], [1.57876, 4.48541, -0.84401], [-2.52699, 0.03010, -0.81548], [-2.06312, -1.43439, 0.07240], [-1.76171, 0.17254, 0.78973], [2.07088, -0.87771, -0.17325], [0.89722, -1.04312, 1.15257], [1.05261, -2.33367, -0.08419]],
  "forces_ev_per_angstrom": [[0.403, 1.141, 0.059], [-1.700, -3.732, 0.064], [0.550, 0.543, -0.361], [-0.036, 0.746, -0.378], [0.071, 0.506, -0.239], [0.827, 0.109, 0.864], [-0.015, 0.315, 0.007], [0.055, 0.045, -0.004], [0.220, -0.001, -0.075], [0.057, 0.119, 0.122], [-0.161, -0.015, 0.035], [-0.053, 0.098, 0.006], [-0.216, 0.126, -0.100]],
  "lumo_ha": [-0.0680, -0.0680],
  "charge": 0
}

***

{
  "formula": "C4H7OYb",
  "method": "ωB97M-V/def2-TZVPD",
  "species": ["H", "C", "C", "C", "O", "Yb", "H", "H", "H", "H", "C", "H", "H"],
  "coordinates": [[-2.27465, 0.78329, -0.20265], [-2.60022, -0.83507, 1.20722], [-1.71970, 0.30575, 0.61985], [-1.66626, 1.26532, 1.73550], [-0.63730, 1.58106, 2.35549], [1.77489, 1.46563, 2.55602], [-2.83365, -1.49702, 0.35836], [-1.94926, -1.40686, 1.89902], [-0.71233, -0.02924, 0.33793], [-2.65429, 1.68487, 2.13285], [-3.94201, -0.26499, 1.80730], [-4.71826, -1.03793, 1.63753], [-3.81303, -0.11289, 2.89979]],
  "forces_ev_per_angstrom": [[0.308, -0.207, 0.058], [-0.678, 0.482, -0.964], [-0.282, 0.288, 0.374], [0.301, 1.179, 1.240], [-0.310, -0.368, -0.632], [-0.486, 0.074, 0.014], [0.056, 0.139, 0.416], [-0.753, 0.266, 0.086], [-0.376, 0.142, -0.118], [1.209, -0.391, -0.691], [1.608, -3.474, 1.114], [-0.107, 1.164, -0.170], [-0.488, 0.705, -0.728]],
  "multiplicity": 3,
  "s_squared": 2.00,
  "lumo_ha": [-0.1309, -0.1591],
  "charge": 1
}

***

{
  "formula": "C4H7P",
  "method": "ωB97M-V/def2-TZVPD",
  "species": ["C", "C", "C", "C", "P", "H", "H", "H", "H", "H", "H", "H"],
  "coordinates": [[1.15380, -0.30959, -1.23535], [-1.74930, 0.23191, 1.12425], [-0.40500, 0.48329, 0.48823], [0.15445, -0.62531, -0.37321], [1.93663, -1.38313, -2.29699], [1.41529, 0.79817, -1.28200], [-2.24980, -0.66776, 0.84926], [-1.79643, 0.73750, 2.03886], [-0.34201, 1.40274, -0.24820], [0.41059, 0.70786, 1.22103], [-0.28716, -1.60830, -0.23062], [2.86317, -0.26849, -2.79810]],
  "forces_ev_per_angstrom": [[-0.564, 1.788, 0.512], [2.420, 0.364, -1.247], [0.512, 0.879, -1.459], [-0.316, 0.693, 0.377], [1.872, 0.669, -1.389], [-0.252, -1.528, 0.178], [-0.617, -0.262, 0.154], [-1.051, 0.337, 1.275], [-0.590, -1.228, 1.572], [-0.833, -0.004, -0.075], [0.364, -0.144, -0.244], [-0.946, -1.563, 0.345]],
  "lumo_ha": [-0.0323, 0.0012],
  "charge": 0
}

***

{
  "formula": "C4H7P",
  "method": "ωB97M-V/def2-TZVPD",
  "species": ["C", "C", "C", "C", "P", "H", "H", "H", "H", "H", "H", "H"],
  "coordinates": [[-1.93489, -0.86547, 0.17208], [-0.61952, -0.84277, 0.39580], [1.26859, 0.77314, 0.82271], [0.49677, -0.12992, -0.11677], [2.26170, -0.54527, -0.01591], [-2.57660, -1.46910, 0.85398], [-2.53161, -0.40846, -0.54968], [-0.24622, -1.42662, 1.30296], [1.59421, 1.66394, 0.47460], [0.94678, 0.79348, 1.83916], [0.03096, 0.84733, -1.77702], [2.93087, 0.01311, -1.11282]],
  "forces_ev_per_angstrom": [[0.177, -1.516, 1.882], [-0.595, -1.227, 1.571], [-1.287, -2.626, -0.895], [2.063, 0.991, 1.333], [-0.339, -1.989, 1.016], [0.795, 0.377, -0.435], [-0.198, 1.066, -1.434], [-0.757, 0.355, -0.926], [0.535, 3.104, -1.230], [0.287, -0.310, 0.819], [-0.300, 0.807, -1.387], [-0.381, 0.969, -0.313]],
  "multiplicity": 3,
  "s_squared": 2.01,
  "lumo_ha": [0.0411, -0.0724],
  "charge": 0
}

***

{
  "formula": "C4H8",
  "method": "ωB97M-V/def2-TZVPD",
  "species": ["C", "C", "C", "C", "H", "H", "H", "H", "H", "H", "H", "H"],
  "coordinates": [[-1.13848, -0.04742, 0.03448], [-0.07068, 1.12643, -0.03513], [1.09710, 0.05448, 0.01639], [0.06558, -1.07596, -0.06424], [-1.83067, -0.08166, -0.77697], [-1.67377, -0.21116, 0.98410], [0.02517, 1.83756, 0.76591], [-0.17747, 1.68452, -0.94500], [1.72023, -0.00760, 0.92920], [1.89656, 0.06567, -0.76551], [0.02254, -1.65662, -0.97095], [0.06390, -1.68824, 0.82773]],
  "forces_ev_per_angstrom": [[1.752, -0.179, 1.044], [0.443, -1.412, 0.493], [0.769, 0.203, -0.692], [-1.174, 0.688, 0.406], [-0.456, 0.094, -0.535], [0.130, 0.516, -0.371], [-0.468, 0.249, 0.484], [0.257, 0.155, -0.587], [-0.755, 0.410, -0.063], [-0.951, 0.166, 0.140], [0.283, -0.331, -0.197], [0.170, -0.558, -0.121]],
  "smiles": "C1CCC1",
  "lumo_ha": 0.0496,
  "charge": 0
}

***

{
  "formula": "C4H8",
  "method": "ωB97M-V/def2-TZVPD",
  "species": ["C", "C", "H", "H", "H", "H", "C", "C", "H", "H", "H", "H"],
  "coordinates": [[-1.56923, 1.92118, 0.22751], [-1.85299, 0.67736, 0.53761], [-0.77248, 2.25135, -0.38685], [-2.35866, 2.68650, 0.54950], [-1.09140, -0.16404, 0.44222], [-2.59404, 0.45939, 1.32370], [1.10014, -1.68647, -0.57879], [2.16795, -0.81364, -0.41845], [0.41888, -1.91659, 0.25815], [1.23724, -2.48681, -1.37148], [2.24576, -0.14887, 0.44902], [3.06882, -0.77935, -1.03214]],
  "forces_ev_per_angstrom": [[-2.646, 1.442, 0.479], [1.726, -2.004, 1.898], [0.698, 0.143, -0.433], [1.479, -0.830, -0.566], [-1.179, 1.157, -0.510], [-0.104, 0.124, -0.869], [3.582, -0.034, 0.070], [-2.018, -1.455, 0.482], [0.073, 0.588, -0.789], [-0.649, 1.219, 0.866], [-0.360, -0.208, -0.253], [-0.601, -0.142, -0.376]],
  "smiles": "C=C.C=C",
  "lumo_ha": 0.0470,
  "charge": 0
}

***

Respective DFT total energy values: -25335.3891 -38215.4692 -15594.6440 -15592.9784 -37827.8747 -13545.8083 -13542.2669 -4276.5691 -4275.1235 eV.
Respective ΔE to the lowest compared entry with this formula, charge and spin values: 0.00 247.60 269.49 430.19 0.00 334.38 324.95 60.22 199.70 kJ/mol.